Below is C4H7O3V as an isolated structure in a non-equilibrium geometry, with properties calculated with wB97M-V/def2-TZVPD.

Values from the calculation:
E_LUMO (spin up / spin down)	-0.1921 / -0.1941	Ha
charge	+1
<S²>	3.7696
2S+1	4
energy	-36080.339	eV

```
15
Properties=species:S:1:pos:R:3:mulliken_charge:R:1
H 0.076 -3.494 0.112 -0.040
O -1.971 -0.817 0.190 -0.446
C -1.913 0.334 0.568 0.043
C -0.545 1.013 0.631 0.312
O -0.278 1.633 -0.512 -0.305
C 1.037 1.470 -1.062 -0.324
C 1.740 0.506 -0.121 -0.265
O 0.690 -0.215 0.506 -0.658
V -0.164 -1.865 0.013 0.710
H -2.810 0.969 0.658 0.412
H -0.396 1.574 1.567 0.369
H 1.509 2.457 -1.104 0.310
H 0.933 1.070 -2.078 0.260
H 2.241 1.054 0.690 0.271
H 2.463 -0.132 -0.646 0.351
```

---

Below is C4H7O3Yb as an isolated structure in a non-equilibrium geometry, with properties calculated with wB97M-V/def2-TZVPD.

Values from the calculation:
E_LUMO (spin up / spin down)	-0.3489 / -0.4298	Ha
charge	+2
<S²>	0.7587
2S+1	2
energy	-41912.719	eV

```
15
Properties=species:S:1:pos:R:3:mulliken_charge:R:1
H -0.235 3.706 -0.178 0.078
O 1.846 0.266 -0.526 -0.362
C 1.762 -0.881 -0.133 0.146
C 0.528 -1.334 0.641 0.227
O -0.106 -2.377 0.024 -0.331
C -1.391 -1.987 -0.468 -0.361
C -1.749 -0.800 0.406 -0.304
O -0.458 -0.208 0.648 -0.261
Yb 0.341 1.895 -0.071 1.226
H 2.532 -1.634 -0.367 0.407
H 0.820 -1.586 1.676 0.323
H -2.072 -2.834 -0.345 0.320
H -1.319 -1.716 -1.530 0.278
H -2.164 -1.105 1.374 0.261
H -2.413 -0.079 -0.083 0.353
```

---

Below is a 2-piece molecular cluster, C4H7O4 overall in a non-equilibrium geometry, with properties calculated with wB97M-V/def2-TZVPD.

Values from the calculation:
E_LUMO	0.1421	Ha
charge	-1
energy	-12450.665	eV

```
15
Properties=species:S:1:pos:R:3:mulliken_charge:R:1
O -2.503 -0.809 0.580 -0.689
C -1.415 -0.526 0.229 0.429
O -0.351 -1.134 0.169 -0.658
C -1.115 0.956 -0.318 -0.660
C -0.145 1.680 0.731 -0.681
C 1.310 1.375 0.186 0.144
O 2.145 1.030 0.930 -0.471
H -2.138 1.338 -0.465 0.256
H -0.740 0.810 -1.306 0.302
H -0.296 2.780 0.509 0.238
H -0.267 1.538 1.625 0.591
H 1.295 1.351 -1.021 0.224
H 1.219 -1.490 -1.159 0.345
H 0.843 -2.128 -2.390 0.328
O 1.743 -2.227 -1.774 -0.699
```

---

Below is an isolated ion of composition C4H7O4P and charge -2 in a non-equilibrium geometry, with properties calculated with wB97M-V/def2-TZVPD.

Values from the calculation:
E_LUMO	0.2465	Ha
charge	-2
structure (SMILES)	CC[C@@]1(P(=O)([O-])[O-])CO1
energy	-21739.208	eV

```
16
Properties=species:S:1:pos:R:3:mulliken_charge:R:1
C 1.746 0.609 -0.115 -0.955
C 0.411 0.111 -0.553 0.710
C -0.906 -1.282 0.982 -1.089
C 0.062 -1.262 -0.258 -0.571
O -0.203 2.773 -0.970 -0.770
O -2.104 1.109 -1.469 -0.808
O -1.367 1.661 0.980 -0.766
O 1.580 0.274 -1.450 -0.529
P -1.007 1.623 -0.524 0.686
H 1.716 1.598 0.073 0.347
H 2.526 0.181 0.427 0.364
H -0.200 -0.957 1.727 0.266
H -1.331 -2.263 1.319 0.295
H -1.629 -0.540 0.785 0.304
H -0.291 -1.994 -1.082 0.187
H 0.995 -1.639 0.127 0.329
```

---

Question: energy of number 2 (C4H7O3Yb)?
Answer: -41912.719 eV

---

Question: The highest charge belongs to which entry?
Answer: C4H7O3Yb

---

Question: What is the formula in the first record?
Answer: C4H7O3V